(1)
{"formula": "C33H87N5O11", "method": "ωB97M-V/def2-TZVPD", "symbols": ["H", "O", "H", "N", "H", "H", "H", "H", "H", "C", "H", "C", "C", "C", "H", "H", "H", "H", "C", "H", "H", "H", "N", "O", "H", "H", "H", "H", "O", "H", "H", "C", "H", "C", "C", "C", "C", "H", "C", "C", "C", "H", "H", "H", "H", "H", "H", "C", "H", "N", "H", "H", "H", "H", "H", "H", "C", "C", "C", "O", "H", "H", "N", "C", "H", "H", "H", "H", "H", "C", "C", "H", "H", "C", "H", "H", "H", "C", "H", "O", "H", "H", "C", "H", "H", "O", "H", "H", "C", "H", "O", "H", "H", "N", "C", "H", "O", "H", "H", "H", "H", "H", "H", "O", "H", "H", "C", "H", "C", "H", "H", "H", "H", "H", "C", "C", "H", "H", "H", "O", "H", "H", "H", "H", "C", "C", "H", "H", "O", "H", "H", "C", "H", "H", "C", "H"], "positions_angstrom": [[0.425, 4.260, -3.905], [0.643, 2.295, -3.199], [3.025, 1.337, -4.379], [-2.012, -0.994, 6.163], [1.233, 2.401, -5.170], [-8.133, 1.025, -1.374], [1.536, 4.029, -2.531], [0.473, 0.044, -5.598], [-0.546, -2.530, -1.408], [0.223, -5.056, -0.457], [-0.064, 0.303, 4.096], [-4.264, -5.396, -3.237], [-3.130, -1.952, 6.440], [-2.496, -3.362, -0.770], [-2.896, -2.459, 7.379], [-6.027, 0.249, -3.157], [-5.178, -1.955, 7.078], [5.693, 0.438, -0.933], [-0.849, 0.698, 4.741], [9.228, 1.186, -2.301], [0.788, -5.969, -0.661], [-0.423, 0.934, 5.722], [1.660, -0.149, -3.838], [4.281, 0.242, -2.385], [2.653, 1.874, 1.703], [5.102, -0.232, -4.191], [-0.268, 3.760, 1.080], [-2.242, 3.642, 4.389], [-0.787, -5.403, 0.477], [-0.488, 2.267, -4.946], [3.996, 0.183, 3.267], [1.152, -1.132, 0.078], [-5.227, -5.730, -2.847], [-5.502, 1.093, -2.688], [0.215, -1.380, 1.274], [4.840, 0.484, 2.637], [-2.060, -0.242, 4.834], [-0.902, 1.647, 0.783], [-2.143, 1.199, -0.825], [-4.455, -1.251, 6.658], [-1.928, 1.904, 0.496], [-1.481, -3.057, -2.582], [-1.737, 4.375, 1.860], [-3.427, 0.498, -3.164], [-2.268, 2.479, 5.769], [1.475, -0.074, 0.050], [-0.429, 0.105, -4.028], [7.065, 3.646, -1.738], [9.567, 2.949, -2.126], [-3.512, 1.541, -1.342], [-1.210, -5.411, 2.472], [0.295, -6.216, 2.076], [0.364, -4.270, -2.451], [-2.610, 1.644, 1.310], [-3.429, 2.503, -1.685], [3.910, -1.417, -3.531], [2.992, 0.246, -4.410], [0.473, 1.911, -4.553], [4.154, -0.350, -3.664], [4.477, 0.941, 1.358], [1.556, -1.128, -4.116], [5.067, 4.493, -1.793], [5.181, 2.923, -0.337], [5.469, -0.225, -1.753], [5.447, -0.417, 2.555], [-1.031, -5.347, -2.153], [-3.223, -2.701, 5.659], [-1.934, -0.348, 6.948], [-2.129, 0.112, -0.689], [-4.115, 0.605, -2.328], [3.726, 2.838, 0.064], [-7.699, 2.335, -2.477], [-4.364, -0.372, 7.311], [8.862, 2.190, -2.466], [-2.020, -0.998, 4.055], [-4.209, -0.363, -1.834], [-6.895, -1.399, 5.541], [-0.408, -4.559, -1.738], [1.581, -0.068, -2.809], [-1.247, 1.880, 4.051], [0.763, -1.627, 2.191], [-1.373, 1.386, -1.570], [-1.678, 2.899, 4.942], [7.458, 4.221, -0.885], [-2.515, -2.314, -0.453], [-6.090, 1.470, -1.484], [2.966, 0.018, -5.475], [-6.546, -0.089, 4.390], [0.468, 0.396, -4.569], [0.175, -4.433, 2.067], [-4.903, -0.803, 5.393], [2.452, -2.632, 1.048], [-3.913, -3.016, -2.386], [-1.260, -3.308, -1.617], [-6.300, -0.499, 5.363], [-1.164, -1.551, 6.044], [0.407, -1.266, -1.108], [-1.116, 5.095, 0.327], [-0.483, -0.552, 1.410], [6.349, -0.228, -2.405], [4.089, 2.778, 2.140], [3.307, 2.283, -0.780], [-0.358, -2.292, 1.073], [7.648, 2.377, -1.705], [-0.219, 3.959, -2.303], [-6.523, 0.219, 6.158], [0.598, 3.704, -2.982], [-3.799, -6.238, -3.743], [-1.263, 4.182, 0.896], [-2.993, 0.309, 4.805], [5.633, 3.447, 0.426], [5.359, -1.261, -1.422], [7.360, 4.198, -2.638], [-7.628, 2.519, -0.659], [2.406, -2.014, 0.146], [-7.461, 1.877, -1.518], [3.314, -1.426, 0.024], [-2.397, -4.026, 0.077], [5.668, 2.029, -0.212], [-2.083, 3.274, 0.163], [2.413, -2.794, -0.624], [-5.484, 1.898, -3.434], [-4.571, -3.899, -0.983], [0.871, -4.278, -0.037], [3.677, 2.089, 1.382], [-3.684, -3.769, -1.616], [-0.866, 3.404, 5.480], [3.392, 3.870, 0.094], [-3.388, -5.021, -2.171], [-4.381, -4.564, -3.936], [-4.200, 1.605, -0.582], [5.568, 3.537, -1.645], [8.610, 2.365, -3.514], [5.453, 1.211, 3.181], [-0.342, -5.368, 1.811], [5.146, 2.855, -2.388]], "forces_ev_per_angstrom": [[0.14, -0.07, -0.05], [-0.16, -0.17, -0.01], [0.11, -0.04, 0.23], [-0.02, -0.55, -1.37], [0.13, -0.35, -0.11], [0.22, -0.15, -0.20], [0.02, 0.02, -0.08], [0.00, -0.26, 0.07], [0.18, 0.84, 1.24], [-0.27, 0.16, 0.42], [0.05, -0.43, 0.31], [0.13, -0.24, 0.25], [-0.74, -0.12, 1.07], [0.27, 1.20, -0.68], [0.30, -0.03, -0.12], [-0.03, 0.08, -0.01], [0.15, -0.04, 0.22], [-0.07, -0.28, 0.29], [-0.19, 0.65, -1.00], [-0.03, -0.04, 0.11], [0.35, 0.24, -0.29], [0.00, 0.01, 0.03], [-0.13, -1.19, -1.22], [0.07, 0.34, -0.30], [-0.09, -0.03, -0.27], [-0.20, -0.11, -0.42], [-0.09, -0.14, -0.03], [-0.13, -0.09, -0.01], [-0.11, 0.49, -0.08], [-0.02, -0.11, 0.01], [-0.24, 0.33, -0.22], [-0.73, 0.28, -0.77], [-0.08, 0.19, -0.04], [-0.30, -0.38, -0.69], [0.33, -0.48, 0.01], [0.50, -0.62, 1.02], [0.29, 0.17, 0.78], [-0.04, 0.23, 0.28], [-0.85, -1.68, 0.68], [-0.25, 0.45, -0.97], [0.64, 0.68, -0.88], [-0.61, -0.32, 0.08], [0.13, 0.29, 0.01], [-0.17, 0.09, -0.16], [-0.43, 0.04, -0.37], [0.19, -0.05, 0.68], [0.13, -0.51, 0.00], [1.04, 0.33, 0.03], [0.36, -0.24, -0.14], [0.45, 0.54, 0.16], [-0.12, -0.15, -0.23], [0.11, 0.03, -0.20], [0.13, -0.26, 0.04], [-0.07, -0.34, -0.12], [-0.35, -0.06, -0.19], [0.52, -0.10, -0.10], [-0.18, 1.65, -0.10], [-0.17, 0.62, 0.17], [-0.52, -0.65, 0.48], [-0.13, 0.01, -0.97], [0.31, -0.30, 1.07], [0.09, 0.12, 0.42], [0.95, 0.90, 1.62], [0.29, -0.51, -0.11], [0.01, 0.08, -0.44], [-0.04, 0.08, -0.12], [0.23, 0.18, -0.23], [0.26, -0.01, -0.01], [0.04, 0.05, 0.11], [0.17, -0.09, -0.04], [1.07, -1.11, -1.41], [-0.01, 0.33, 0.16], [0.05, -0.25, 0.34], [-0.72, 1.16, 0.13], [-0.27, -0.04, 0.00], [0.16, 0.06, 0.15], [0.04, -0.02, -0.06], [-0.47, -0.30, -0.23], [-0.22, -0.20, 0.01], [0.21, -0.04, 0.42], [-0.03, 0.50, 0.11], [-0.11, 0.50, -0.01], [-0.04, 0.11, 0.85], [-0.16, 0.22, -0.08], [-0.78, -0.17, 0.42], [0.29, 0.14, 0.57], [0.16, -0.44, 0.08], [0.10, 0.06, -0.03], [0.15, 1.64, 0.26], [0.14, -0.05, -0.28], [0.00, -0.12, -0.38], [0.21, 0.46, 0.28], [0.07, -0.07, -0.09], [1.19, -1.30, -0.51], [0.06, -0.06, 0.60], [0.17, 0.09, 0.84], [-0.14, -0.39, -0.79], [-0.38, 0.05, -0.04], [0.00, -0.02, 0.15], [-0.22, 0.31, -0.26], [-0.12, -0.03, 0.06], [-0.53, 0.08, 0.26], [-0.09, 0.12, -0.15], [-0.57, -1.12, 0.24], [0.01, -0.17, 0.04], [-0.17, 0.11, -0.17], [-0.12, 0.25, 0.09], [0.02, 0.03, -0.03], [0.03, -0.34, 0.42], [-0.05, -0.02, -0.10], [0.03, 0.31, -0.30], [-0.18, 0.11, 0.28], [-0.27, 0.01, -0.05], [0.11, 0.36, -0.24], [0.01, -0.73, -0.17], [-0.40, -0.52, 0.00], [0.09, -0.08, 0.19], [0.47, -0.08, -0.06], [-0.42, -0.27, -0.38], [0.49, 0.15, -0.17], [-0.17, 0.41, -0.33], [0.02, 0.15, 0.19], [-0.02, 0.48, 0.08], [0.08, -0.17, 0.03], [0.10, 0.86, 1.06], [-0.42, -0.47, 0.38], [0.31, -0.11, -0.48], [-0.41, -0.11, 0.22], [0.35, 0.22, -0.55], [-0.13, -0.04, -0.04], [0.07, 0.05, 0.03], [-0.71, -0.55, -0.53], [0.30, -0.15, -0.11], [-0.19, 0.17, -0.08], [-0.07, -0.09, 0.79], [0.28, -0.02, -0.12]], "lumo_ev": -7.892, "total_energy_ev": -65564.207, "e_homo_ev": -16.41, "fmax_ev_per_a": 2.089, "total_charge": 4}

***

(2)
{"formula": "C5H9NO", "method": "ωB97M-V/def2-TZVPD", "symbols": ["H", "H", "H", "C", "C", "H", "H", "C", "O", "C", "N", "C", "H", "H", "H", "H"], "positions_angstrom": [[-0.385, -3.144, -0.890], [-0.312, 2.873, -0.583], [-0.431, 1.264, -1.318], [-0.673, -2.280, -0.265], [0.491, 1.299, 0.649], [-1.378, 0.505, 0.836], [1.132, 2.100, -1.249], [0.526, -0.170, 0.877], [-1.021, -1.047, -0.898], [0.251, -1.132, -0.239], [-0.557, 0.634, 1.427], [0.201, 1.912, -0.703], [1.083, -1.306, -0.932], [1.154, 1.898, 1.274], [1.225, -0.565, 1.615], [-1.306, -2.840, 0.398]], "forces_ev_per_angstrom": [[0.32, 0.91, -0.76], [0.08, -0.15, 0.00], [0.08, 0.08, 0.10], [0.58, -1.26, -0.84], [0.16, 0.08, -0.10], [0.09, 0.01, 0.06], [-0.13, -0.04, 0.10], [0.01, -0.34, 0.02], [0.15, -0.57, -0.04], [-0.15, -0.39, 0.03], [-0.26, 0.02, 0.02], [-0.04, -0.06, 0.00], [-0.10, 0.40, 0.14], [-0.11, -0.12, -0.10], [-0.10, 0.08, -0.08], [-0.59, 1.34, 1.45]], "lumo_ev": 1.101, "total_energy_ev": -8865.828, "e_homo_ev": -9.28, "fmax_ev_per_a": 2.065, "smiles": "C[C@H]1N[C@H]1[C@H]1CO1"}

***

(3)
{"formula": "C4H5ClFO2", "method": "ωB97M-V/def2-TZVPD", "symbols": ["H", "C", "H", "H", "O", "H", "F", "C", "O", "H", "C", "Cl", "C"], "positions_angstrom": [[1.695, 2.083, -3.073], [2.999, 1.444, -1.140], [-1.425, -1.740, -0.633], [-0.248, 0.930, 0.268], [1.330, 2.623, -0.037], [-0.666, -0.552, -1.540], [4.038, 1.576, -0.222], [1.839, 2.114, -1.048], [1.076, 2.061, -2.276], [-0.847, -0.275, 1.572], [-0.579, -0.036, 0.523], [3.615, 1.031, -2.664], [-0.841, -0.790, -0.564]], "forces_ev_per_angstrom": [[-1.11, -0.15, 1.87], [1.52, -0.47, 0.80], [0.65, 0.36, 1.08], [1.01, 1.18, 0.39], [-0.22, 0.14, -0.51], [1.03, 1.63, -2.29], [-0.59, 0.07, -0.13], [-1.48, 0.39, -0.04], [0.69, 0.65, -0.63], [0.22, -0.04, -0.94], [-1.29, -1.49, -1.18], [1.16, -0.63, -1.36], [-1.59, -1.63, 2.96]], "lumo_ev": 3.589, "total_energy_ev": -23562.953, "e_homo_ev": -2.78, "fmax_ev_per_a": 3.740, "total_charge": -1}